No. 1
126
Properties=species:S:1:pos:R:3:forces:R:3 method="wB97M-V/def2-TZVPD" energy_ev=-60065.31830 charge=0 spin_multiplicity=1 orbital_gap_ev=9.67
C 4.394 -1.667 -3.148 -0.504 0.275 -0.668
O 5.160 -0.471 -2.968 0.018 -0.547 -0.003
H 3.448 -1.517 -2.628 0.105 -0.150 0.235
H 4.131 -1.787 -4.204 0.048 -0.035 0.002
H 4.889 -2.583 -2.823 0.120 0.139 0.281
H 5.867 -0.497 -3.619 0.105 0.181 0.162
C -2.470 -0.864 2.841 -2.092 1.182 -1.309
O -3.038 0.418 2.654 -0.732 -0.029 -0.212
H -2.992 -1.643 2.275 -0.344 -0.161 -0.087
H -1.415 -0.926 2.551 -3.124 2.236 -1.200
H -2.570 -1.093 3.901 -0.030 -0.178 -0.194
H -3.231 0.541 1.708 0.154 0.302 0.445
C -3.535 -0.547 -1.072 2.928 -4.984 1.190
O -2.701 -1.692 -0.990 0.567 -0.663 -0.080
H -3.692 -0.060 -0.099 2.126 -3.822 0.476
H -3.076 0.249 -1.661 0.459 -2.380 0.784
H -4.551 -0.760 -1.420 0.756 -2.572 -1.527
H -2.904 -2.096 -0.141 0.233 -0.194 -0.165
C -5.687 1.997 -0.284 -0.440 -0.016 -0.250
C -4.493 1.230 -0.812 -2.063 5.492 -1.091
C -4.168 1.558 -2.272 -1.354 0.762 -0.903
O -3.329 1.479 -0.020 -0.532 1.937 0.749
H -5.967 1.636 0.706 0.122 0.140 0.129
H -6.545 1.805 -0.936 0.025 0.041 0.019
H -5.546 3.077 -0.260 0.091 0.075 0.088
H -4.713 0.160 -0.793 -2.907 4.137 0.840
H -3.393 0.935 -2.725 -0.279 1.227 -0.426
H -3.916 2.604 -2.445 -0.235 0.157 -0.009
H -5.054 1.256 -2.848 -0.013 0.513 -0.145
H -3.036 2.406 -0.096 0.052 0.112 -0.067
C 0.529 -0.151 -0.213 -0.149 -0.013 -0.491
C 0.464 1.276 0.304 0.554 -0.720 0.249
C -0.652 1.493 1.302 -0.895 0.600 -0.296
O 1.708 1.630 0.965 -0.065 0.333 0.052
H 0.560 -0.853 0.621 -0.078 -0.136 -0.074
H 1.377 -0.330 -0.878 0.351 0.182 0.377
H -0.317 -0.350 -0.878 -0.330 -0.063 0.474
H 0.385 1.932 -0.568 -0.365 0.131 0.092
H -0.730 0.837 2.168 0.827 -0.083 -0.231
H -1.632 1.393 0.822 0.856 -0.075 -0.024
H -0.659 2.519 1.681 0.255 -0.043 -0.010
H 2.452 1.153 0.571 -0.119 -0.036 -0.456
C 0.700 1.031 -3.644 0.103 -0.495 1.100
C -0.666 1.703 -3.493 0.453 0.567 -0.228
C -0.632 3.115 -4.038 -0.027 0.161 -0.985
O -1.659 0.973 -4.187 0.130 -0.203 0.019
H 0.939 0.720 -4.660 -0.203 0.256 -0.152
H 0.714 0.135 -3.016 -0.094 -0.162 -0.247
H 1.527 1.616 -3.233 -0.123 0.322 -0.205
H -0.956 1.784 -2.435 0.197 -0.207 0.135
H 0.129 3.740 -3.569 -0.169 -0.061 0.350
H -1.609 3.598 -4.011 0.014 0.008 0.324
H -0.357 3.095 -5.099 -0.016 -0.178 0.027
H -1.507 0.035 -3.974 -0.182 -0.114 -0.235
C -2.422 4.651 1.942 -0.523 0.077 0.229
C -2.805 4.801 0.483 0.988 0.929 -0.826
C -2.604 6.227 -0.040 -0.010 0.218 -0.195
O -1.978 3.933 -0.321 -0.966 -0.142 -0.166
H -2.875 5.468 2.510 -0.047 -0.199 0.171
H -1.345 4.702 2.102 0.045 0.197 -0.263
H -2.741 3.687 2.343 -0.166 0.049 0.011
H -3.846 4.579 0.240 0.021 -0.576 0.393
H -3.173 6.978 0.515 0.240 -0.099 0.298
H -2.945 6.346 -1.071 0.015 -0.386 -0.035
H -1.538 6.467 -0.050 -0.047 0.188 0.279
H -1.055 4.167 -0.151 0.170 -0.183 0.230
C 0.978 -3.625 3.694 0.274 0.543 0.030
C 0.395 -2.466 4.505 0.222 0.215 -0.057
C -0.217 -1.435 3.585 1.823 -1.090 1.096
O -0.611 -2.892 5.440 0.068 -0.313 -0.380
H 0.290 -3.970 2.922 -0.292 -0.248 0.338
H 1.313 -4.431 4.348 -0.096 -0.162 -0.135
H 1.843 -3.277 3.123 0.130 0.081 0.226
H 1.167 -1.983 5.113 0.309 -0.058 -0.221
H 0.537 -0.853 3.055 0.291 0.022 0.179
H -0.892 -0.748 4.097 1.285 -0.262 0.561
H -0.864 -1.851 2.802 2.178 -2.316 1.206
H -0.213 -3.630 5.915 -0.262 0.068 0.101
C 0.631 -2.934 -3.498 0.496 -0.009 -0.391
C -0.841 -3.023 -3.908 0.619 -0.377 1.280
C -1.525 -4.193 -3.196 0.529 -0.072 -0.703
O -1.486 -1.820 -3.494 0.008 0.240 -0.555
H 0.732 -2.955 -2.410 -0.012 0.049 0.015
H 1.098 -2.020 -3.873 -0.279 0.194 0.100
H 1.265 -3.720 -3.924 -0.318 -0.293 0.132
H -0.885 -3.166 -4.987 -0.396 0.480 -0.084
H -1.051 -5.135 -3.485 -0.032 -0.007 0.005
H -2.570 -4.233 -3.495 -0.107 -0.001 0.311
H -1.388 -4.075 -2.121 -0.316 0.003 0.068
H -1.597 -1.849 -2.526 -0.239 -0.156 -0.109
C 1.458 -5.949 0.707 -0.509 0.454 0.603
C 2.069 -5.045 -0.352 -0.141 -0.134 0.074
C 2.409 -3.681 0.230 0.797 0.457 -0.462
O 3.262 -5.678 -0.833 0.233 0.397 -0.062
H 1.453 -7.020 0.519 -0.004 0.083 -0.578
H 0.432 -5.613 0.893 0.023 -0.168 0.106
H 2.005 -5.831 1.647 0.032 0.087 -0.046
H 1.381 -4.848 -1.181 -0.061 -0.425 -0.047
H 2.898 -3.046 -0.517 0.156 -0.288 -0.134
H 3.129 -3.802 1.042 -0.166 0.074 0.148
H 1.575 -3.047 0.532 -0.314 -0.532 0.333
H 3.129 -5.982 -1.732 -0.078 -0.006 -0.012
C 4.549 -0.971 1.543 0.017 -0.925 0.704
C 4.790 0.302 0.762 -0.406 -1.153 -0.628
C 6.219 0.509 0.317 0.153 0.920 0.095
O 3.936 0.205 -0.416 0.183 0.446 0.421
H 4.630 -1.895 0.960 0.285 0.365 -0.521
H 3.531 -1.032 1.937 0.045 0.386 0.153
H 5.248 -1.131 2.370 -0.103 0.393 0.109
H 4.433 1.154 1.343 0.113 0.079 -0.050
H 6.877 0.750 1.153 -0.042 -0.265 0.091
H 6.234 1.398 -0.320 0.081 -0.111 -0.121
H 6.635 -0.324 -0.250 -0.147 -0.159 0.083
H 4.490 -0.137 -1.133 -0.106 0.251 -0.102
O -0.218 1.756 4.773 -0.484 0.017 0.368
H -0.300 1.248 5.591 0.027 0.127 -0.069
H -1.126 1.979 4.532 0.086 -0.054 -0.120
O 1.228 4.339 3.370 -0.066 0.371 -0.313
H 1.147 4.658 2.452 -0.006 -0.301 0.444
H 0.837 3.459 3.371 0.072 -0.043 0.060
O 0.767 4.329 0.536 0.063 0.301 -0.487
H 1.161 4.840 -0.183 0.059 -0.069 0.184
H 1.271 3.495 0.576 0.133 -0.126 0.129
O 2.219 1.017 3.697 -0.012 -0.065 0.061
H 2.093 1.390 2.809 -0.061 -0.121 0.133
H 1.395 1.239 4.163 0.355 -0.021 -0.317

=====

No. 2
71
Properties=species:S:1:pos:R:3:forces:R:3 method="wB97M-V/def2-TZVPD" energy_ev=-61981.12953 charge=-1 spin_multiplicity=1 orbital_gap_ev=5.49
K -0.421 1.205 0.155 -0.206 -0.547 0.031
C 2.936 0.624 1.233 0.097 -0.012 0.080
N 4.400 0.751 1.280 -0.036 0.005 -0.027
C 4.734 2.158 1.038 -0.005 0.015 0.016
N 4.227 2.649 -0.243 -0.013 -0.077 -0.082
C 2.764 2.480 -0.255 0.111 0.112 0.069
N 2.387 1.076 -0.045 -0.112 -0.041 -0.095
C 2.981 0.264 -1.110 0.183 -0.024 -0.032
N 4.448 0.385 -1.132 -0.048 0.014 0.033
C 4.950 -0.044 0.177 0.011 -0.003 -0.011
C 4.785 1.802 -1.301 -0.012 0.013 0.013
H 2.509 1.227 2.039 -0.019 0.002 -0.009
H 2.663 -0.422 1.388 -0.026 0.000 -0.017
H 5.822 2.269 1.054 0.004 -0.008 -0.002
H 4.309 2.765 1.841 -0.006 -0.005 0.000
H 2.372 2.819 -1.214 -0.034 -0.017 0.000
H 2.305 3.101 0.515 -0.035 -0.021 -0.010
H 2.588 0.593 -2.074 -0.016 0.016 0.009
H 2.709 -0.783 -0.959 -0.039 0.011 0.024
H 6.039 0.049 0.185 0.002 0.004 0.001
H 4.685 -1.091 0.331 -0.008 0.000 -0.001
H 4.399 2.144 -2.264 -0.005 -0.004 -0.003
H 5.873 1.904 -1.304 0.002 0.013 0.013
C -2.252 3.640 1.441 0.155 0.102 -0.132
C -1.489 4.053 0.148 -0.362 0.356 0.056
C -2.319 3.631 -1.098 0.145 0.076 0.091
O -0.213 3.605 0.116 0.144 0.181 -0.021
H -3.272 4.040 1.462 -0.021 -0.043 -0.017
H -1.713 4.039 2.303 0.026 -0.048 0.005
H -2.311 2.550 1.551 -0.063 0.072 -0.013
H -1.544 5.172 0.144 -0.022 -0.019 0.007
H -2.349 2.540 -1.213 -0.071 0.054 0.014
H -1.848 4.049 -1.990 0.032 -0.057 -0.005
H -3.350 4.001 -1.052 -0.016 -0.037 0.022
C -0.429 -1.122 2.911 -0.012 -0.025 -0.016
Si -0.288 -2.531 1.639 0.021 0.150 0.072
C 1.043 -3.674 2.385 0.026 -0.001 -0.049
C -1.884 -3.542 1.776 -0.032 0.025 -0.056
C 0.004 -1.851 0.014 -0.031 -0.221 -0.003
Si -0.317 -2.504 -1.616 -0.020 0.181 -0.076
C -1.863 -3.597 -1.711 -0.033 0.050 0.061
C -0.586 -1.071 -2.841 -0.018 -0.064 -0.021
C 1.031 -3.557 -2.456 0.062 0.012 0.088
H -0.555 -1.496 3.931 0.009 0.027 0.001
H -1.284 -0.481 2.676 0.002 0.007 0.020
H 0.476 -0.504 2.898 -0.017 0.007 0.020
H 0.799 -4.029 3.392 -0.034 0.003 -0.005
H 2.004 -3.150 2.438 -0.005 -0.010 -0.015
H 1.185 -4.545 1.738 0.020 -0.005 0.021
H -2.083 -3.855 2.805 0.040 -0.006 0.012
H -1.823 -4.439 1.155 -0.038 -0.026 0.032
H -2.734 -2.952 1.423 0.007 -0.012 0.002
H 0.600 -0.942 0.017 0.349 -0.162 -0.022
H -2.724 -3.070 -1.290 0.003 -0.024 0.000
H -1.720 -4.512 -1.132 -0.036 -0.030 -0.030
H -2.100 -3.880 -2.741 0.043 -0.004 -0.014
H -1.471 -0.490 -2.562 0.004 0.013 -0.009
H -0.718 -1.422 -3.869 0.007 0.036 0.001
H 0.277 -0.396 -2.832 -0.014 0.003 -0.010
H 1.246 -4.435 -1.838 0.020 -0.006 -0.028
H 1.961 -2.985 -2.538 -0.003 -0.018 0.006
H 0.759 -3.901 -3.459 -0.043 0.007 0.001
C -6.311 1.368 -0.244 0.020 -0.078 -0.002
C -5.654 -0.018 -0.221 -0.048 0.224 -0.054
C -4.233 0.105 0.098 -0.004 -0.074 -0.006
N -3.123 0.264 0.336 -0.021 0.019 0.040
H -7.367 1.285 -0.500 0.004 -0.027 -0.001
H -5.821 2.005 -0.979 -0.011 0.025 0.015
H -6.225 1.846 0.730 0.000 0.023 -0.010
H -5.742 -0.501 -1.195 0.009 -0.054 0.014
H -6.130 -0.664 0.516 0.041 -0.046 0.012

=====

No. 3
10
Properties=species:S:1:pos:R:3:forces:R:3 method="wB97M-V/def2-TZVPD" energy_ev=-10136.56596 charge=0 spin_multiplicity=1 smiles="C1=NC2=NC=NC2=N1" orbital_gap_ev=8.30
C -0.618 -1.887 0.241 1.405 -0.318 -1.080
C 0.770 -0.235 0.054 2.719 0.209 3.595
C 0.464 1.956 -0.059 0.910 -0.711 -0.008
C -0.366 0.128 -0.642 -3.579 -0.880 -1.338
H -1.153 -2.985 0.273 1.418 3.261 0.310
H 0.696 3.032 0.397 -0.752 -2.476 -1.624
N 0.616 -1.614 0.627 -1.957 0.507 -1.714
N 1.363 0.840 0.479 -0.678 -0.629 0.431
N -0.469 1.502 -0.840 0.438 2.093 0.909
N -1.302 -0.737 -0.530 0.076 -1.056 0.520

=====

No. 4
8
Properties=species:S:1:pos:R:3:forces:R:3 method="wB97M-V/def2-TZVPD" energy_ev=-3627.91711 charge=+1 spin_multiplicity=1 orbital_gap_ev=9.87
O -1.531 -0.271 2.469 -0.657 -0.840 0.241
H -1.367 -1.220 2.669 -0.265 1.013 -0.086
H -2.460 -0.115 2.753 0.975 -0.185 -0.251
N 1.072 0.321 -1.578 0.004 -0.005 -0.018
H 0.918 0.199 -2.598 0.094 0.075 0.598
H 1.491 1.254 -1.400 -0.251 -0.538 -0.087
H 1.713 -0.418 -1.234 -0.379 0.437 -0.189
H 0.163 0.250 -1.081 0.480 0.045 -0.209

=====

No. 5
35
Properties=species:S:1:pos:R:3:forces:R:3 method="wB97M-V/def2-TZVPD" energy_ev=-18874.08552 charge=0 spin_multiplicity=2 orbital_gap_ev="10.48 / 8.96"
C 0.739 0.525 -0.098 -0.413 -0.130 -1.288
O 0.634 1.072 -1.405 0.526 -0.356 1.691
H 1.754 0.418 0.285 0.473 0.250 -0.479
H 0.264 1.184 0.628 -0.424 0.255 -0.139
H 0.277 -0.462 -0.071 -0.206 -0.042 0.195
C -2.857 -0.405 -1.107 0.679 -0.589 -0.272
O -2.602 0.602 -2.048 -0.552 1.244 0.015
H -2.082 -1.147 -1.297 -0.232 -0.643 0.566
H -2.758 -0.040 -0.085 0.263 0.388 -0.164
H -3.856 -0.838 -1.162 -0.129 -0.129 -0.348
H -2.343 0.249 -2.902 -0.013 -0.246 0.226
C 0.680 4.297 0.813 -1.286 -0.188 0.827
O -0.114 4.777 -0.273 0.889 -0.055 -0.071
H -0.007 4.032 1.616 -0.244 -0.498 0.186
H 1.202 3.384 0.528 0.084 0.362 -0.314
H 1.323 4.993 1.351 0.492 0.426 -0.835
H -0.466 5.648 -0.077 0.073 -0.018 0.186
C 3.727 -1.959 0.175 -0.539 -0.877 -0.230
O 3.280 -2.206 -1.157 0.854 0.459 -0.042
H 2.840 -2.210 0.756 0.243 0.555 0.976
H 4.524 -2.647 0.456 0.163 -0.032 0.061
H 4.112 -0.949 0.323 -0.428 0.028 -0.248
H 3.208 -3.162 -1.206 -0.147 -0.003 -0.488
C -2.870 0.826 2.803 0.106 -0.305 -0.192
O -1.988 1.739 2.176 0.004 0.407 0.177
H -3.778 0.753 2.204 0.089 -0.031 0.004
H -2.363 -0.138 2.840 -0.320 -0.332 0.152
H -3.142 1.131 3.813 -0.046 0.056 0.047
H -1.391 2.030 2.869 0.197 0.192 -0.168
C 0.597 -3.417 -1.467 -0.729 -0.930 -0.526
O 1.234 -3.461 -2.754 0.421 0.592 0.760
H -0.452 -3.651 -1.649 -0.299 0.272 0.394
H 0.955 -4.191 -0.788 0.322 -0.212 0.019
H 0.691 -2.478 -0.921 0.241 0.162 -0.794
H 1.026 -4.301 -3.169 -0.112 -0.032 0.112

=====

No. 6
11
Properties=species:S:1:pos:R:3:forces:R:3 method="wB97M-V/def2-TZVPD" energy_ev=-7763.29855 charge=0 spin_multiplicity=1 orbital_gap_ev=8.66
N -1.707 -0.524 0.662 0.002 0.120 -0.050
C -0.479 -0.046 0.439 0.161 0.102 0.250
C 0.416 -0.303 -0.724 0.131 -0.088 0.149
C 1.458 0.762 -0.499 0.251 0.184 0.247
C 1.492 1.318 0.728 -0.142 -0.071 -0.590
O 0.053 0.690 1.306 -0.181 -0.027 -0.107
H -2.168 -0.164 1.486 -0.014 -0.121 -0.114
H -2.282 -0.929 -0.059 0.278 -0.034 0.033
H -0.062 -0.474 -1.695 0.047 0.329 0.208
H 2.296 0.873 -1.179 -0.123 0.102 0.074
H 0.982 -1.203 -0.465 -0.412 -0.494 -0.102

=====

Relative energy (zero: lowest compared OMol25 entry of this formula, charge and spin) across the listed records, respectively: 8.738; 0.156; 3.263; 0.658; 0.500; 3.228 eV.